Entry 1:
DFT (the ωB97M-V functional and the def2-TZVPD basis) results for one molecule with the formula C6H12INO at a distorted geometry.

Element x y z (Å)
H  0.002  -2.416  -0.938
C  0.230  2.589  -1.640
C  -0.033  -0.806  0.479
H  -0.458  2.698  -2.455
H  -1.967  -1.855  0.672
H  1.310  -1.337  -1.328
H  1.318  2.644  -1.864
H  -1.695  -0.758  -0.579
C  0.703  -1.818  -0.472
H  0.065  -1.836  2.391
O  -0.447  0.331  -1.940
H  -2.094  -0.001  1.018
C  0.030  1.172  -1.220
N  0.340  0.858  0.067
H  -0.013  3.193  -0.786
H  1.452  -0.944  2.084
H  1.282  -2.346  0.294
C  0.354  -0.835  1.945
H  0.059  0.086  2.462
I  1.052  2.245  1.374
C  -1.490  -0.865  0.437

Computed properties:
- highest occupied orbital energy (eV) = -8.9
- HOMO-LUMO gap (eV) = 8.6
- SMILES string = CC(=O)N(I)C(C)(C)C



Entry 2:
DFT (the ωB97M-V functional and the def2-TZVPD basis) results for one molecule with the formula C4H8O2 at a distorted geometry.

Element x y z (Å)
H  -1.430  1.622  0.312
H  -1.094  -0.690  1.946
H  0.989  -2.224  -0.682
H  2.265  -1.021  -0.321
H  -0.924  0.864  -1.527
C  -0.698  -0.517  0.937
H  0.031  1.468  1.326
O  0.656  -0.960  0.907
C  -0.085  1.001  -0.864
C  1.177  -1.158  -0.416
H  0.369  2.008  -1.026
C  -0.571  0.958  0.557
H  -1.320  -1.073  0.219
O  0.633  -0.279  -1.368

Computed properties:
- highest occupied orbital energy (eV) = -9.5
- HOMO-LUMO gap (eV) = 10.5
- SMILES string = C1COCOC1



Entry 3:
DFT (the ωB97M-V functional and the def2-TZVPD basis) results for a 4-piece molecular cluster, C4H18N2O3 overall at a distorted geometry.

Element x y z (Å)
C  1.329  -0.992  0.670
H  -3.931  1.821  -1.689
H  1.692  1.839  -0.408
H  -2.725  0.389  -0.504
H  -0.374  0.040  1.430
H  1.560  -1.806  1.362
N  -2.411  -0.537  -0.083
H  1.271  -4.401  1.327
H  0.240  3.953  -0.989
C  -0.992  -0.938  -0.308
H  -2.565  -0.391  0.924
H  3.290  -0.461  0.668
O  1.016  3.351  -0.956
H  2.049  0.540  -1.244
O  0.606  -3.794  0.991
H  1.694  -1.410  -0.276
H  2.391  0.749  1.668
H  0.017  -4.259  0.384
H  -0.928  -1.621  -1.145
O  -3.698  1.708  -0.762
C  2.396  0.144  0.760
C  -0.114  -0.681  0.646
H  -3.109  -1.271  -0.228
H  -4.387  2.064  -0.223
N  2.403  1.071  -0.445
H  1.610  4.014  -1.314
H  3.303  1.530  -0.548

Computed properties:
- highest occupied orbital energy (eV) = -17.3
- HOMO-LUMO gap (eV) = 11.3
- charge = +2



Entry 4:
DFT (the ωB97M-V functional and the def2-TZVPD basis) results for a 2-piece molecular cluster, C2H4 overall at a distorted geometry.

Element x y z (Å)
H  -0.285  1.092  -0.641
H  -0.066  -0.694  1.912
H  1.304  0.703  -1.512
C  0.408  0.169  -1.140
C  -0.750  -0.269  -0.906
H  -0.612  -1.001  2.287

Computed properties:
- highest occupied orbital energy (eV) = -10.9
- HOMO-LUMO gap (eV) = 11.9



Entry 5:
DFT (the ωB97M-V functional and the def2-TZVPD basis) results for one molecule with the formula C4H9N3 at a distorted geometry.

Element x y z (Å)
N  -1.187  1.631  -0.007
H  -2.546  -0.311  -0.141
C  -1.832  -1.023  0.098
C  0.699  -1.223  0.141
H  2.153  -0.474  -1.061
H  -1.703  -1.074  1.325
H  0.987  -2.236  -0.338
C  -0.190  0.783  -0.122
C  1.843  -0.301  -0.033
H  0.462  -1.345  1.216
H  1.490  1.863  0.111
H  -0.773  2.514  0.356
N  -0.460  -0.543  -0.434
N  1.107  0.923  0.122
H  2.672  -0.403  0.620
H  -2.088  -2.027  -0.345

Computed properties:
- highest occupied orbital energy (eV) = -8.5
- HOMO-LUMO gap (eV) = 9.4
- SMILES string = [H]/N=C1\NCCN1C



Entry 6:
DFT (the ωB97M-V functional and the def2-TZVPD basis) results for one molecule with the formula C3H4BrCl at a distorted geometry.

Element x y z (Å)
C  -0.815  0.402  0.253
Br  1.557  1.045  -1.624
C  0.284  -0.002  -0.726
H  -0.960  1.445  0.564
Cl  -0.195  -1.541  -1.745
C  0.352  -0.252  0.729
H  0.327  -1.203  1.231
H  1.082  0.369  1.128
H  -1.632  -0.262  0.188

Computed properties:
- highest occupied orbital energy (eV) = -10.0
- HOMO-LUMO gap (eV) = 10.7
- SMILES string = ClC1(Br)CC1



Please write out number 6 again, unchanged.
DFT (the ωB97M-V functional and the def2-TZVPD basis) results for one molecule with the formula C3H4BrCl at a distorted geometry.

Element x y z (Å)
C  -0.815  0.402  0.253
Br  1.557  1.045  -1.624
C  0.284  -0.002  -0.726
H  -0.960  1.445  0.564
Cl  -0.195  -1.541  -1.745
C  0.352  -0.252  0.729
H  0.327  -1.203  1.231
H  1.082  0.369  1.128
H  -1.632  -0.262  0.188

Computed properties:
- highest occupied orbital energy (eV) = -10.0
- HOMO-LUMO gap (eV) = 10.7
- SMILES string = ClC1(Br)CC1



Question: What is the HOMO-LUMO gap in the first record?
Answer: 8.6 eV